(1)
C18H29NO6 | ωB97M-V with the def2-TZVPD basis set

- HOMO-LUMO gap (eV) = 8.747
- electronic energy (eV) = -32908.6998
- ΔE to the lowest compared entry with this formula, charge and spin (eV) = 2.5876
- SMILES = c1cc[nH]c1.O=C1CCCO1.O=C1CCCO1.CC(C)=O.CC(C)=O

CARTESIAN COORDINATES (ANGSTROEM)
C (-0.84652, 4.51045, -2.59670)
C (0.51062, 4.70273, -2.16855)
C (1.16463, 4.06416, -3.18136)
N (0.38028, 3.58318, -4.20802)
C (-0.87227, 3.73867, -3.69594)
H (-1.81233, 4.73626, -2.16935)
H (0.85325, 5.17207, -1.25820)
H (2.21147, 4.12378, -3.44016)
H (0.62892, 3.00270, -4.99625)
H (-1.67922, 3.27204, -4.24135)
O (4.79014, 3.97528, 3.98324)
C (3.88630, 4.76893, 4.23277)
C (2.34899, 4.64887, 4.41865)
C (1.95197, 6.10809, 4.11085)
C (3.13369, 6.77526, 4.81676)
O (4.22034, 6.00076, 4.48723)
H (1.84337, 3.92344, 3.78131)
H (2.26497, 4.40311, 5.47724)
H (1.96264, 6.25192, 3.03042)
H (0.94652, 6.37763, 4.43417)
H (3.11760, 7.83324, 4.55491)
H (2.90497, 6.63073, 5.87264)
O (-10.06521, -3.15174, 1.05833)
C (-8.89374, -3.53441, 0.81367)
C (-8.43260, -4.90808, 1.02351)
C (-7.01784, -4.86137, 0.60593)
C (-6.67863, -3.39565, 0.58703)
O (-7.88760, -2.71045, 0.71317)
H (-8.54531, -5.19477, 2.06908)
H (-9.11849, -5.61771, 0.56081)
H (-6.36436, -5.45018, 1.24965)
H (-6.88563, -5.30146, -0.38248)
H (-6.02928, -3.19996, 1.44035)
H (-6.02660, -3.06274, -0.22051)
C (5.71140, -4.40786, -2.01715)
C (5.90744, -5.17310, -3.32670)
C (5.06438, -6.43830, -3.66373)
O (6.81400, -4.88194, -4.03064)
H (5.09436, -4.84151, -1.23020)
H (5.30257, -3.46097, -2.36977)
H (6.72150, -4.31368, -1.61848)
H (4.36446, -6.40152, -4.49851)
H (4.46658, -6.77664, -2.81741)
H (5.76175, -7.24893, -3.87505)
C (1.60085, -0.28180, -0.58436)
C (0.26979, -0.04021, 0.30732)
C (-1.01478, -0.80325, 0.07764)
O (0.36004, 0.82857, 1.15180)
H (2.49427, -0.15180, 0.02637)
H (1.50410, 0.54514, -1.28787)
H (1.47564, -1.25676, -1.05539)
H (-1.88099, -0.53458, 0.68228)
H (-0.67785, -1.80622, 0.33962)
H (-1.30456, -0.76941, -0.97258)

***

(2)
C18H29NO6P | ωB97M-V with the def2-TZVPD basis set

- HOMO-LUMO gap (eV) = 5.692
- net charge = +1
- electronic energy (eV) = -42182.8820
- ΔE to the lowest compared entry with this formula, charge and spin (eV) = 0.0000

CARTESIAN COORDINATES (ANGSTROEM)
C (-1.66996, -7.94074, 0.09271)
C (-2.63121, -7.02648, 0.04563)
N (-3.24438, -5.66062, 0.02556)
C (-3.65172, -5.09180, -1.27163)
C (-4.26499, -3.63871, -1.38545)
C (-4.43947, -2.80474, -0.04481)
C (-5.01264, -1.30335, -0.08557)
O (-6.09324, -1.13127, -0.76538)
O (-4.46066, -0.17418, 0.59403)
C (-3.01840, -0.05346, 0.39538)
C (-2.47669, 0.88368, 1.64120)
C (-2.58292, 0.64672, -0.99430)
C (-2.49989, -0.39940, -2.24827)
C (-3.98879, -3.50248, 1.30811)
C (-3.39189, -4.95531, 1.30212)
H (-0.97005, -8.86109, 0.05120)
H (-3.50496, -5.73401, -2.21280)
H (-4.52761, -3.24947, -2.44124)
H (-2.43114, -1.04329, 0.48727)
H (-3.40894, 1.23120, 2.25258)
H (-1.88153, 0.19326, 2.35648)
H (-1.88187, 1.79737, 1.28212)
H (-1.50202, 1.07937, -0.89353)
H (-3.27304, 1.50681, -1.33516)
H (-3.54750, -0.86045, -2.37158)
H (-2.21187, 0.11161, -3.24505)
H (-1.69507, -1.22838, -2.07582)
H (-4.06009, -2.96299, 2.32051)
H (-3.04168, -5.50033, 2.26192)
O (4.24149, 0.90545, 0.49512)
P (3.48579, 2.15108, 0.01144)
O (3.35455, 2.86975, 1.50060)
C (4.53066, 3.28719, 2.17574)
C (5.05561, 4.59244, 1.61281)
O (1.98356, 1.44125, -0.02552)
C (1.86157, 0.03053, -0.14437)
C (1.78810, -0.62588, 1.22348)
O (2.67922, 3.53514, -0.61404)
C (3.38115, 4.45338, -1.43865)
C (4.43506, 3.82594, -2.32742)
H (5.30019, 2.51102, 2.13669)
H (4.26256, 3.43179, 3.22596)
H (5.45761, 4.44324, 0.60785)
H (5.86183, 4.98946, 2.23677)
H (4.26097, 5.34046, 1.55444)
H (2.67060, -0.38367, -0.74951)
H (0.93416, -0.17736, -0.68828)
H (2.56343, -0.26772, 1.90341)
H (1.88032, -1.71286, 1.13530)
H (0.83029, -0.39972, 1.69990)
H (3.81853, 5.23369, -0.81332)
H (2.63561, 4.94811, -2.07037)
H (5.18736, 3.28571, -1.74401)
H (4.94447, 4.59452, -2.91192)
H (3.97928, 3.10854, -3.01750)

***

(3)
C18H30BBrF8N6O9P | ωB97M-V with the def2-TZVPD basis set

- HOMO-LUMO gap (eV) = 1.225
- net charge = -1
- electronic energy (eV) = -148253.7749

CARTESIAN COORDINATES (ANGSTROEM)
C (7.10144, 0.53105, 0.73221)
C (7.03291, -1.13551, 0.84096)
O (6.03682, -1.60663, 1.81748)
C (5.77926, -3.06827, 1.64648)
O (6.88743, -3.83781, 1.55210)
C (4.24328, -3.70318, 1.57773)
C (3.39174, -3.13436, 0.25526)
C (1.90542, -3.90101, 0.28900)
C (0.77587, -2.91181, 0.92388)
N (0.07426, -3.67401, 2.02652)
N (0.97215, -3.71063, 3.08207)
C (-1.20251, -3.01447, 2.48719)
N (-1.49583, -3.13818, 3.85211)
N (-2.19154, -2.23489, 1.66761)
C (-1.50904, -1.39041, 0.56885)
C (-2.75488, -0.99118, -0.43675)
C (-2.56084, 0.36748, -1.31208)
O (-3.17203, 1.56664, -0.71994)
C (-4.45192, 1.92120, -1.34640)
C (-4.16218, 3.15320, -2.38832)
F (-2.97758, 2.93468, -3.27731)
F (-5.34538, 3.22186, -3.32190)
C (-4.11223, 4.64497, -1.63482)
F (-5.42035, 4.92179, -0.93317)
F (-3.87803, 5.69936, -2.68779)
C (-2.92816, 4.76733, -0.50824)
F (-1.63022, 4.11860, -0.92121)
F (-3.34451, 4.14054, 0.80166)
C (-2.52024, 6.32931, -0.12134)
F (-3.73007, 7.10999, 0.22493)
F (-1.65801, 6.93330, -1.16312)
P (-0.83847, 0.16433, 1.44599)
N (0.01964, 1.17506, 0.49716)
O (0.21571, -0.17217, 2.82361)
O (-2.22539, 1.01050, 2.10536)
C (-0.37874, -2.37422, -0.10381)
Br (-1.21549, -4.06499, -0.88942)
B (0.41679, -1.68010, -1.40716)
N (-0.16321, -1.96065, -2.78713)
O (1.60366, -0.80255, -1.27505)
H (6.31737, 0.96680, -0.03303)
H (6.98807, 1.04249, 1.79385)
H (8.18697, 0.83005, 0.34501)
H (6.77982, -1.55531, -0.24486)
H (8.09212, -1.49956, 1.20627)
H (3.69706, -3.48243, 2.59676)
H (4.35527, -4.88589, 1.50853)
H (3.96948, -3.53739, -0.67955)
H (3.30683, -1.96913, 0.32175)
H (1.69581, -4.31743, -0.77927)
H (2.08757, -4.85540, 0.98236)
H (1.36313, -1.94489, 1.30590)
H (1.10125, -2.78345, 3.54240)
H (0.77492, -4.47905, 3.76035)
H (-1.31296, -2.28484, 4.45416)
H (-1.82596, -4.02253, 4.30056)
H (-2.94706, -2.82124, 1.24993)
H (-3.09188, -1.84096, -1.16467)
H (-3.68756, -0.80067, 0.28489)
H (-1.46494, 0.64466, -1.60771)
H (-3.13243, 0.18747, -2.34541)
H (-5.13093, 2.37750, -0.47676)
H (-5.06319, 1.02600, -1.78553)
H (-1.86959, 6.24265, 0.87526)
H (-0.48352, 2.11115, 0.44696)
H (-0.37111, -0.51475, 3.57463)
H (-2.93197, 0.32933, 2.30539)
H (-1.06465, -1.40456, -2.88922)
H (0.52218, -1.71000, -3.53521)
H (1.43177, 0.11517, -1.65882)
C (-1.74788, 5.61549, -5.41449)
O (-2.40857, 4.59518, -5.53384)
O (-2.16594, 6.76221, -5.61181)
O (-0.55899, 5.65926, -5.07800)

***

(4)
C18H30BiNO5P2S | ωB97M-V with the def2-TZVPD basis set

- HOMO-LUMO gap (alpha / beta) (eV) = 5.188 / 5.310
- net charge = +2
- electronic energy (eV) = -66115.0229

CARTESIAN COORDINATES (ANGSTROEM)
Bi (-0.39818, -0.29322, -1.02566)
P (0.11119, 2.43190, -1.12408)
C (1.26706, 2.51058, -2.37582)
C (2.19409, 1.48474, -2.50637)
N (1.93696, 0.20048, -2.01534)
C (2.96077, -0.59570, -1.62574)
C (4.24429, -0.27517, -1.99273)
C (4.49880, 0.84755, -2.79205)
C (3.41426, 1.63223, -3.17289)
C (2.76433, -1.79652, -0.77843)
P (1.06770, -2.52552, -1.04708)
H (3.52933, 2.53854, -3.73251)
H (5.05500, -0.93442, -1.68225)
H (5.51403, 1.05747, -3.15154)
H (3.42860, -2.59444, -1.07700)
H (2.86860, -1.61871, 0.29165)
H (-0.41455, 1.74547, -5.92170)
H (1.35834, 3.32966, -3.05031)
H (-0.80663, -0.69927, -4.71898)
O (-0.93118, 1.33238, -5.21163)
H (-1.57126, 2.00155, -4.87805)
H (-0.80320, -1.09396, -2.82501)
O (-0.98501, -1.52747, -4.28307)
H (-1.98358, -1.59049, -4.31635)
C (1.19339, -3.41850, -2.60048)
H (2.00200, -4.14164, -2.48925)
H (0.24945, -3.95403, -2.76322)
H (1.42093, -2.76521, -3.44305)
C (0.85422, -3.71285, 0.28649)
H (-0.11583, -4.20620, 0.10909)
H (1.67932, -4.43968, 0.17938)
H (0.88849, -3.20821, 1.26591)
C (1.00806, 3.05962, 0.32336)
H (0.76470, 4.12885, 0.40002)
H (0.69593, 2.50051, 1.22767)
H (2.08765, 2.96211, 0.19313)
C (-1.23902, 3.52973, -1.47562)
H (-2.02602, 3.39029, -0.71823)
H (-0.88894, 4.57499, -1.44251)
H (-1.70657, 3.35645, -2.46710)
C (-4.85477, 0.09323, 6.18052)
C (-3.64770, -0.10126, 5.26090)
C (-2.43501, 0.52707, 5.60601)
C (-1.32999, 0.40799, 4.76121)
C (-1.44529, -0.34103, 3.60098)
C (-2.62896, -0.96035, 3.24895)
C (-3.73571, -0.83869, 4.07641)
S (-0.04049, -0.39972, 2.46057)
O (0.61260, 0.91265, 2.47903)
O (0.79747, -1.57318, 2.68841)
O (-0.86170, -0.54228, 1.10751)
H (-4.72513, -0.38238, 7.17719)
H (-5.04245, 1.17421, 6.36297)
H (-5.75835, -0.34509, 5.71499)
H (-2.33592, 1.11452, 6.52438)
H (-0.38261, 0.87590, 4.99949)
H (-2.69743, -1.54301, 2.36377)
H (-4.67607, -1.30246, 3.81404)

***

(5)
C18H30Cl6N6 | ωB97M-V with the def2-TZVPD basis set

- HOMO-LUMO gap (eV) = 10.291
- electronic energy (eV) = -103226.3992
- ΔE to the lowest compared entry with this formula, charge and spin (eV) = 0.0000
- SMILES = ClCCCl.ClCCCl.ClCCCl.CC#N.CC#N.CC#N.CC#N.CC#N.CC#N

CARTESIAN COORDINATES (ANGSTROEM)
Cl (2.22737, -5.23170, 2.43094)
C (3.14996, -3.79107, 2.95908)
C (3.26384, -3.77469, 4.48857)
Cl (3.89128, -2.19211, 5.03535)
H (2.62797, -2.92181, 2.57795)
H (4.14983, -3.83376, 2.53020)
H (3.90721, -4.57928, 4.84975)
H (2.31917, -3.94540, 5.00230)
Cl (-1.79740, -2.65918, 3.88836)
C (-1.32036, -1.25527, 2.87850)
C (-1.28451, -0.00599, 3.72486)
Cl (-0.60052, 1.35053, 2.75793)
H (-1.98843, -1.21384, 2.02689)
H (-0.32905, -1.54585, 2.54411)
H (-0.66837, -0.05335, 4.61836)
H (-2.25071, 0.32655, 4.10652)
Cl (-2.52652, -0.76207, -7.26559)
C (-1.93194, -0.31318, -5.62760)
C (-1.72633, -1.55406, -4.78818)
Cl (-0.25246, -1.43425, -3.77671)
H (-2.64418, 0.35968, -5.16497)
H (-0.99495, 0.18320, -5.84379)
H (-1.55742, -2.43880, -5.39126)
H (-2.56406, -1.79292, -4.14116)
C (3.51714, 1.13091, 1.47429)
C (3.24112, 1.76094, 2.76522)
N (3.00045, 2.19635, 3.78628)
H (4.05866, 0.19465, 1.62858)
H (4.14600, 1.74827, 0.84054)
H (2.56944, 0.88172, 1.00843)
C (-3.62060, 2.59692, 1.22406)
C (-3.36853, 3.28033, 2.48235)
N (-3.22299, 3.85191, 3.49267)
H (-3.37986, 3.15110, 0.32626)
H (-4.71201, 2.47283, 1.19434)
H (-3.16875, 1.61343, 1.20435)
C (1.63682, 4.98265, -1.91979)
C (1.87044, 3.54862, -1.82564)
N (2.04385, 2.40874, -1.77808)
H (2.47860, 5.54161, -1.52452)
H (0.67643, 5.21847, -1.48170)
H (1.63049, 5.24016, -2.98562)
C (-0.02406, 0.30005, -0.52057)
C (0.84003, -0.78732, -0.11623)
N (1.51927, -1.61993, 0.21498)
H (0.33220, 1.18606, -0.00877)
H (-1.03108, 0.06765, -0.17570)
H (-0.05660, 0.39175, -1.59672)
C (0.35075, -4.52628, -0.60342)
C (-0.84257, -4.11263, 0.10209)
N (-1.80358, -3.84561, 0.64965)
H (0.14051, -5.46914, -1.10394)
H (1.28056, -4.47499, -0.06311)
H (0.49068, -3.80486, -1.42608)
C (-1.79171, 3.32218, -3.58373)
C (-2.34947, 2.31868, -2.69007)
N (-2.77808, 1.53529, -1.95665)
H (-1.25628, 2.82909, -4.39996)
H (-1.03457, 3.90411, -3.04948)
H (-2.48211, 4.04491, -4.00474)

***

(6)
C18H30ClN3NaNbO | ωB97M-V with the def2-TZVPD basis set

- HOMO-LUMO gap (eV) = 6.236
- net charge = +2
- electronic energy (eV) = -44144.9485

CARTESIAN COORDINATES (ANGSTROEM)
N (0.11757, -0.19407, -1.76882)
C (-0.28668, 0.69255, -2.55998)
O (-0.55653, 0.89059, -3.74208)
Na (0.40267, -0.99088, -3.85198)
Nb (0.42148, -0.14344, 0.21639)
N (1.89858, 1.16162, 0.40241)
N (0.48242, -1.95805, 1.05594)
C (2.53236, 2.10285, -0.56089)
C (-0.46852, -3.08275, 0.90914)
C (3.16092, 1.28064, -1.68115)
C (3.60822, 2.93088, 0.13316)
C (1.45561, 3.03586, -1.11448)
C (0.21542, -4.42246, 1.18766)
C (-1.56118, -2.89100, 1.95888)
C (-1.05960, -3.08419, -0.49730)
H (3.92581, 0.61284, -1.25996)
H (3.63442, 1.95268, -2.41288)
H (2.41984, 0.66025, -2.20705)
H (3.18498, 3.53828, 0.94156)
H (4.04478, 3.62214, -0.60000)
H (4.41672, 2.29692, 0.51627)
H (0.74889, 2.51076, -1.77572)
H (1.94064, 3.83466, -1.69815)
H (0.90436, 3.49946, -0.28222)
H (1.10129, -4.57252, 0.56031)
H (-0.49691, -5.23508, 0.98607)
H (0.49225, -4.50340, 2.24396)
H (-1.10802, -2.90054, 2.95887)
H (-2.28516, -3.71575, 1.89063)
H (-2.10134, -1.94624, 1.80954)
H (-1.65374, -2.18537, -0.72430)
H (-1.74369, -3.94129, -0.59785)
H (-0.27938, -3.20003, -1.26661)
C (1.63487, -2.11419, 1.96538)
H (2.44845, -1.44172, 1.64840)
H (1.37854, -1.90628, 3.01894)
H (2.00492, -3.14443, 1.91570)
C (2.33863, 1.15935, 1.81361)
H (2.34039, 2.17605, 2.22910)
H (1.64559, 0.55859, 2.42595)
H (3.35108, 0.73708, 1.90966)
Cl (-3.99250, -0.18228, 1.83490)
C (-3.73555, 0.66462, 0.35343)
C (-4.81348, 0.85435, -0.50115)
C (-4.62742, 1.52861, -1.71579)
C (-3.36879, 2.02634, -2.03840)
C (-2.32248, 1.92551, -1.13221)
C (-2.45224, 1.17071, 0.03683)
C (-1.25106, 0.92919, 0.91420)
H (-5.79409, 0.49015, -0.21242)
H (-5.47234, 1.67315, -2.38530)
H (-3.19494, 2.51701, -2.99725)
H (-1.41687, 2.52020, -1.28600)
H (-0.74801, 1.86488, 1.21842)
H (-1.46120, 0.33716, 1.81462)

***

(7)
C18H30F6O12 | ωB97M-V with the def2-TZVPD basis set

- HOMO-LUMO gap (eV) = 9.011
- electronic energy (eV) = -60023.7607
- SMILES = O=C(O)OC(=O)C(F)(F)C(F)(F)C(F)(F)C(=O)O.COCCOCCOC.COCCOCCOC

CARTESIAN COORDINATES (ANGSTROEM)
O (-1.13647, 0.08705, -3.46107)
C (-1.50061, -0.90167, -4.01420)
O (-1.00396, -2.11324, -3.83644)
O (-2.53749, -0.95378, -4.91544)
C (-2.97397, 0.26734, -5.39530)
O (-2.46770, 0.79779, -6.32077)
C (-4.18335, 0.88628, -4.66044)
F (-4.77836, 1.73633, -5.52275)
F (-3.68655, 1.58644, -3.61043)
C (-5.28042, -0.08513, -4.08891)
F (-4.88102, -0.55330, -2.88618)
F (-6.39982, 0.67585, -3.93612)
C (-5.67409, -1.27585, -5.00816)
F (-4.88276, -2.36257, -4.76040)
F (-5.44610, -0.88354, -6.29647)
C (-7.13492, -1.73260, -4.78120)
O (-7.54546, -1.94427, -3.68698)
O (-7.86371, -1.82851, -5.92140)
H (-1.36450, -2.72330, -4.49234)
H (-7.66532, -2.66403, -6.36496)
C (2.39785, 1.14215, -1.36850)
O (2.21406, -0.07743, -0.68657)
C (1.19818, -0.86978, -1.28056)
C (1.29099, -2.29057, -0.77951)
O (2.31110, -3.06150, -1.39818)
C (3.63875, -2.82782, -0.95569)
C (3.96352, -3.45301, 0.38149)
O (3.47105, -2.65309, 1.44236)
C (3.47375, -3.34052, 2.67132)
H (1.47778, 1.73774, -1.37674)
H (3.17478, 1.69716, -0.84470)
H (2.71887, 0.97118, -2.40258)
H (1.29458, -0.85661, -2.37091)
H (0.21706, -0.45719, -1.01375)
H (0.35763, -2.79441, -1.03799)
H (1.39544, -2.30373, 0.30755)
H (3.86977, -1.76088, -0.94041)
H (4.27306, -3.30382, -1.70625)
H (5.05468, -3.54653, 0.47859)
H (3.52203, -4.45651, 0.42670)
H (2.82513, -4.22356, 2.63169)
H (3.09394, -2.65900, 3.43002)
H (4.48639, -3.65533, 2.95068)
C (3.46207, 0.92619, 2.34902)
O (2.75356, 1.82864, 3.17502)
C (2.23426, 2.91460, 2.43479)
C (1.17874, 3.64991, 3.22666)
O (-0.08707, 3.00867, 3.22456)
C (-0.24941, 1.91222, 4.10855)
C (-0.51658, 2.31426, 5.54045)
O (0.68513, 2.67187, 6.19835)
C (0.44346, 3.33932, 7.41350)
H (4.31654, 1.41974, 1.86811)
H (3.83442, 0.12247, 2.98059)
H (2.81296, 0.50118, 1.57830)
H (1.79121, 2.55607, 1.49654)
H (3.05022, 3.61179, 2.19117)
H (1.00776, 4.61094, 2.73710)
H (1.52565, 3.84187, 4.24421)
H (0.59988, 1.22811, 4.05281)
H (-1.13563, 1.38752, 3.74558)
H (-0.97978, 1.46883, 6.06965)
H (-1.21818, 3.15798, 5.55070)
H (-0.10201, 4.27622, 7.24899)
H (1.40887, 3.56736, 7.86035)
H (-0.12987, 2.71203, 8.10690)